[1]
Formula: C4H5N2PS2
Source: the OMol25 dataset
Level of theory: ωB97M-V/def2-TZVPD

As for the molecular weight: 176.21 g/mol. For the energy relative to the best compared isomer or geometry (same formula, charge and spin), the calculation gives 4.30 kJ/mol. The HOMO-LUMO gap comes out at 9.378 eV. As for the HOMO energy: -9.23 eV. Its calculated total energy is -1402.59149 hartree.

```
! RIJCOSX wB97M-V def2-TZVPD def2/J DEFGRID3
* xyz 0 1
C -1.30753 1.60537 0.22894
C -1.65176 0.45558 -0.50253
C -0.27750 1.22833 0.99863
C 2.75149 -0.21808 -0.16037
N -0.78112 -0.47164 -0.08610
N 0.10854 -0.03987 0.74335
P -0.61354 -1.94223 -0.92489
S 3.00332 -1.30100 0.88721
S 2.65526 0.95977 -1.15276
H -1.82793 2.47343 0.23395
H -2.53223 0.15282 -1.01716
H 0.21431 1.94004 1.52642
H -0.63213 -2.90491 0.16775
H 0.89082 -1.93761 -0.94245
*
```

[2]
Formula: C4H5N2S
Source: the OMol25 dataset
Level of theory: ωB97M-V/def2-TZVPD

As for the molecular weight: 113.16 g/mol. For the energy relative to the best compared isomer or geometry (same formula, charge and spin), the calculation gives 0.00 kJ/mol. The HOMO-LUMO gap comes out at 6.879 eV. As for the HOMO energy: -2.87 eV. As for the SMILES: Cc1nccn1[S-]. Its calculated total energy is -663.15031 hartree.

```
! RIJCOSX wB97M-V def2-TZVPD def2/J DEFGRID3
* xyz -1 1
C -0.57344 -1.25205 0.81551
C 0.01726 -0.05320 0.06809
N 1.30362 0.04275 -0.13547
C 1.49648 1.10797 -0.93853
C 0.29609 1.71285 -1.13043
N -0.70530 0.92704 -0.50044
S -2.41242 1.25137 -0.37411
H 0.31335 -1.90327 1.32224
H -1.24810 -0.96051 1.60348
H -1.07012 -1.85895 0.03504
H 2.52286 1.48246 -1.31444
H 0.20768 2.64411 -1.64576
*
```

[3]
Formula: C4H5N3
Source: the OMol25 dataset
Level of theory: ωB97M-V/def2-TZVPD

As for the molecular weight: 95.10 g/mol. For the energy relative to the best compared isomer or geometry (same formula, charge and spin), the calculation gives 384.32 kJ/mol. The HOMO-LUMO gap (spin up / spin down) comes out at 7.975 / 7.971 eV. As for the HOMO energy (spin up / spin down): -8.23 / -8.23 eV. Its calculated total energy is -319.56583 hartree.

```
! RIJCOSX wB97M-V def2-TZVPD def2/J DEFGRID3
* xyz 0 1
N -1.42044 -2.61088 0.27287
C -0.51248 -1.88388 0.28593
C 0.49122 -0.88318 0.22079
C -0.09378 0.62378 -1.51419
N -0.23458 1.61487 -0.65970
C 0.08751 1.45599 0.58418
N 0.33450 0.20997 1.09362
H 1.51585 -1.20883 0.02825
H 0.72748 -0.08035 -1.40331
H -0.92175 0.44377 -2.20054
H 0.05614 2.29384 1.27369
H -0.02967 0.02490 2.01842
*
```

[4]
Formula: C4H5N3
Source: the OMol25 dataset
Level of theory: ωB97M-V/def2-TZVPD

As for the molecular weight: 95.10 g/mol. For the energy relative to the best compared isomer or geometry (same formula, charge and spin), the calculation gives 157.04 kJ/mol. The HOMO-LUMO gap comes out at 10.355 eV. As for the HOMO energy: -9.60 eV. As for the SMILES: N#C[C@H]1CN=CN1. Its calculated total energy is -319.65240 hartree.

```
! RIJCOSX wB97M-V def2-TZVPD def2/J DEFGRID3
* xyz 0 1
N 1.68400 2.34801 -0.48112
C 0.79270 1.60812 -0.45499
C -0.35970 0.64638 -0.39235
C 0.02857 -0.79210 -0.97754
N 0.44975 -1.56879 0.18346
C -0.06508 -0.98651 1.18078
N -0.66738 0.26148 0.98077
H -1.21481 1.15146 -0.86014
H -0.75681 -1.48564 -1.25574
H 0.77082 -0.68751 -1.78121
H -0.11224 -1.46296 2.15198
H -0.56098 0.94980 1.71623
*
```

[5]
Formula: C4H5N3
Source: the OMol25 dataset
Level of theory: ωB97M-V/def2-TZVPD

As for the molecular weight: 95.11 g/mol. For the energy relative to the best compared isomer or geometry (same formula, charge and spin), the calculation gives 689.69 kJ/mol. The HOMO-LUMO gap comes out at 8.857 eV. As for the HOMO energy: -9.20 eV. Its calculated total energy is -319.44952 hartree.

```
! RIJCOSX wB97M-V def2-TZVPD def2/J DEFGRID3
* xyz 0 1
C -0.54783 0.77887 -1.06970
C -0.92614 -0.66548 -0.54734
C 0.31331 -0.55616 0.22646
C 0.81027 0.48561 -0.35569
H -1.17504 1.46616 -0.90076
H -0.43792 0.80201 -2.15928
H -1.98871 -0.71910 -0.13007
H -0.77645 -1.30094 -1.46504
H 0.36795 -0.94000 2.75699
N 0.86374 -0.64329 1.49078
N 1.75560 0.22805 1.55774
N 1.74121 1.06427 0.59590
*
```

[6]
Formula: C4H5N3
Source: the OMol25 dataset
Level of theory: ωB97M-V/def2-TZVPD

As for the molecular weight: 95.10 g/mol. For the energy relative to the best compared isomer or geometry (same formula, charge and spin), the calculation gives 522.90 kJ/mol. The HOMO-LUMO gap comes out at 8.222 eV. As for the HOMO energy: -9.12 eV. Its calculated total energy is -319.51305 hartree.

```
! RIJCOSX wB97M-V def2-TZVPD def2/J DEFGRID3
* xyz 0 1
N 0.72804 -1.63141 -0.06517
C 0.16946 -0.34598 0.25329
C -0.11647 -0.11186 1.70460
N -1.29054 -0.22244 0.06904
C -1.42327 0.78455 -0.72827
N -0.25768 1.42604 -1.18047
C 0.68610 0.77502 -0.58813
H 0.70210 -2.19662 0.77963
H 1.69491 -1.53553 -0.35530
H -0.26702 0.96736 1.88771
H -2.39231 1.15194 -1.05811
H 1.73332 1.03794 -0.72005
*
```

[7]
Formula: C4H5N3
Source: the OMol25 dataset
Level of theory: ωB97M-V/def2-TZVPD

As for the molecular weight: 95.10 g/mol. For the energy relative to the best compared isomer or geometry (same formula, charge and spin), the calculation gives 199.81 kJ/mol. The HOMO-LUMO gap comes out at 10.026 eV. As for the HOMO energy: -10.51 eV. As for the SMILES: [H]/N=C(C#N)/C=N/C. Its calculated total energy is -319.63611 hartree.

```
! RIJCOSX wB97M-V def2-TZVPD def2/J DEFGRID3
* xyz 0 1
H -3.08369 -1.38825 -0.00013
N -2.07240 -1.50496 -0.00008
C -1.39515 -0.43337 0.00004
C -1.98495 0.87714 0.00002
N -2.56185 1.86651 0.00000
C 0.06679 -0.50818 0.00012
N 0.75301 0.54796 -0.00003
C 2.17104 0.49947 -0.00004
H 0.47796 -1.52518 0.00030
H 2.58276 -0.51839 0.00035
H 2.52325 1.04397 0.87749
H 2.52321 1.04331 -0.87803
*
```

[8]
Formula: C4H5N3
Source: the OMol25 dataset
Level of theory: ωB97M-V/def2-TZVPD

As for the molecular weight: 95.10 g/mol. For the energy relative to the best compared isomer or geometry (same formula, charge and spin), the calculation gives 318.38 kJ/mol. The HOMO-LUMO gap comes out at 10.195 eV. As for the HOMO energy: -9.43 eV. As for the SMILES: N#C[C@H]1CN=CN1. Its calculated total energy is -319.59095 hartree.

```
! RIJCOSX wB97M-V def2-TZVPD def2/J DEFGRID3
* xyz 0 1
N 1.79935 -0.47714 1.96427
C 0.79787 -0.09871 1.51817
C -0.38159 0.30986 0.83634
C 0.86690 0.59401 -0.45744
N 0.11041 0.08932 -1.53707
C -0.94028 -0.51572 -1.16287
N -1.27745 -0.59669 0.20655
H -0.82620 1.29862 0.85122
H 0.97968 1.67478 -0.38362
H 1.91357 0.19829 -0.52223
H -1.61431 -0.94369 -1.88959
H -1.42795 -1.53294 0.57629
*
```

[9]
Formula: C4H5N3
Source: the OMol25 dataset
Level of theory: ωB97M-V/def2-TZVPD

As for the molecular weight: 95.10 g/mol. For the energy relative to the best compared isomer or geometry (same formula, charge and spin), the calculation gives 338.45 kJ/mol. The HOMO-LUMO gap comes out at 9.681 eV. As for the HOMO energy: -9.07 eV. As for the SMILES: [H]/N=C/C/N=C\C#N. Its calculated total energy is -319.58330 hartree.

```
! RIJCOSX wB97M-V def2-TZVPD def2/J DEFGRID3
* xyz 0 1
H -1.02335 -1.73619 0.96688
N -0.32921 -1.12841 0.56938
C -0.08697 -1.02987 -0.66219
C 0.77883 0.19648 -1.03796
N 1.33622 0.62111 0.21184
C 0.43576 0.63037 1.13472
C -0.97469 1.19428 0.91004
N -1.95591 1.58953 0.42825
H -0.53642 -1.67768 -1.41213
H 1.55530 -0.04539 -1.77553
H 0.07542 0.90594 -1.50789
H 0.72503 0.47981 2.17459
*
```

[10]
Formula: C4H5N3
Source: the OMol25 dataset
Level of theory: ωB97M-V/def2-TZVPD

As for the molecular weight: 95.10 g/mol. For the energy relative to the best compared isomer or geometry (same formula, charge and spin), the calculation gives 355.15 kJ/mol. The HOMO-LUMO gap (spin up / spin down) comes out at 7.932 / 7.933 eV. As for the HOMO energy (spin up / spin down): -8.48 / -8.48 eV. As for the SMILES: NC1=NCC=C=N1. Its calculated total energy is -319.57694 hartree.

```
! RIJCOSX wB97M-V def2-TZVPD def2/J DEFGRID3
* xyz 0 1
N 2.28656 -0.28044 0.00581
C 0.95225 -0.09132 -0.16667
N 0.07806 -1.01518 -0.07881
C -1.32182 -0.59919 -0.01458
C -1.48375 0.77750 0.58140
C -0.53727 1.51131 -0.00997
N 0.54428 1.24349 -0.58112
H 2.90441 0.37950 -0.43694
H 2.59004 -1.24190 0.05464
H -1.94398 -1.41045 0.37955
H -1.77427 -0.32322 -0.95945
H -2.29452 1.04991 1.22614
*
```

> Among the records above, which one has the lowest energy relative to the best compared isomer or geometry (same formula, charge and spin)?

C4H5N2S

What did the eighth record say?
Formula: C4H5N3
Source: the OMol25 dataset
Level of theory: ωB97M-V/def2-TZVPD

As for the molecular weight: 95.10 g/mol. For the energy relative to the best compared isomer or geometry (same formula, charge and spin), the calculation gives 318.38 kJ/mol. The HOMO-LUMO gap comes out at 10.195 eV. As for the HOMO energy: -9.43 eV. As for the SMILES: N#C[C@H]1CN=CN1. Its calculated total energy is -319.59095 hartree.

```
! RIJCOSX wB97M-V def2-TZVPD def2/J DEFGRID3
* xyz 0 1
N 1.79935 -0.47714 1.96427
C 0.79787 -0.09871 1.51817
C -0.38159 0.30986 0.83634
C 0.86690 0.59401 -0.45744
N 0.11041 0.08932 -1.53707
C -0.94028 -0.51572 -1.16287
N -1.27745 -0.59669 0.20655
H -0.82620 1.29862 0.85122
H 0.97968 1.67478 -0.38362
H 1.91357 0.19829 -0.52223
H -1.61431 -0.94369 -1.88959
H -1.42795 -1.53294 0.57629
*
```

> What is the formula in the fifth record?

C4H5N3

> Which formula does entry 9 have?

C4H5N3